The following is a DFT calculation (wB97M-V/def2-TZVPD) of a structure of composition C30H33CuF6N5O11PS2.

Positions of all 89 atoms, in Å:
Cu: -0.0885 0.3421 -0.1756
C: -4.0786 1.6356 -0.0876
C: -3.2021 1.5008 -1.3307
C: -2.2489 2.6900 -1.4505
P: -2.1702 -0.0436 -1.2850
C: -3.4197 -1.3922 -1.0437
C: -2.6896 -2.7289 -0.9246
C: -4.6043 -1.5039 -1.9985
C: -1.5162 -0.0863 -2.9788
C: -2.3156 -0.1925 -4.1154
C: -1.8133 -0.2330 -5.4075
C: -2.7144 -0.3462 -6.6090
C: -0.4233 -0.1559 -5.5370
C: 0.4069 -0.0093 -4.4504
C: -0.0972 0.0740 -3.1167
N: 0.6835 0.3412 -2.0542
C: 2.0756 0.3995 -2.2407
C: 2.7096 1.6455 -2.3391
C: 1.8786 2.8969 -2.3232
C: 4.0924 1.7063 -2.4684
C: 4.8731 0.5586 -2.5130
C: 6.3723 0.6374 -2.6448
C: 4.2300 -0.6692 -2.4200
C: 2.8515 -0.7702 -2.2796
C: 2.1910 -2.1131 -2.1511
H: -4.5236 2.6351 -0.0484
H: -3.4895 1.4894 0.8207
H: -4.8952 0.9108 -0.0775
H: -3.8290 1.4634 -2.2305
H: -1.5987 2.7439 -0.5728
H: -2.8135 3.6256 -1.5160
H: -1.6104 2.6049 -2.3317
H: -3.8077 -1.1322 -0.0519
H: -2.2436 -3.0165 -1.8805
H: -3.3855 -3.5178 -0.6242
H: -1.8800 -2.6842 -0.1979
H: -4.2832 -1.8443 -2.9833
H: -5.1368 -0.5565 -2.1167
H: -5.3154 -2.2422 -1.6136
H: -3.3921 -0.2350 -3.9915
H: -3.7506 -0.5008 -6.3010
H: -2.4352 -1.1877 -7.2506
H: -2.6899 0.5541 -7.2322
H: 0.0213 -0.1986 -6.5289
H: 1.4758 0.0728 -4.6043
H: 1.1603 2.8929 -3.1475
H: 2.5114 3.7825 -2.4141
H: 1.3033 2.9675 -1.4004
H: 4.5714 2.6802 -2.5285
H: 6.7211 1.6642 -2.5230
H: 6.7110 0.2853 -3.6237
H: 6.8680 0.0243 -1.8889
H: 4.8199 -1.5826 -2.4232
H: 2.9023 -2.8621 -1.7986
H: 1.7878 -2.4471 -3.1125
H: 1.3555 -2.0710 -1.4528
F: 4.9621 -2.0625 1.8162
C: 4.0454 -1.0866 1.7928
F: 4.1771 -0.4161 0.6548
F: 4.3073 -0.2622 2.8115
S: 2.3107 -1.7481 1.9777
O: 1.4920 -0.8217 1.2328
O: 2.0865 -1.8189 3.3937
N: 2.5372 -3.1306 1.2717
S: 1.3901 -4.1741 1.0034
O: 0.3370 -3.7060 0.1487
O: 1.0242 -4.9552 2.1506
C: 2.3862 -5.3514 -0.0706
F: 3.5188 -4.8243 -0.5376
F: 1.6495 -5.7323 -1.1209
F: 2.7064 -6.4559 0.6183
O: 2.2858 1.6980 6.8480
N: 1.1476 1.2585 6.7704
O: 0.4820 0.9483 7.7509
C: 0.5433 1.1399 5.4688
C: -0.7718 0.7023 5.3598
C: -1.3624 0.6399 4.1301
C: -0.6829 0.9444 2.8737
O: -1.1981 0.7622 1.7664
C: 0.6743 1.4308 3.1030
C: 1.2620 1.4999 4.3383
N: 1.4924 1.8699 1.9886
O: 0.9505 2.0723 0.9086
O: 2.6845 2.0474 2.1727
N: -2.7659 0.2397 4.1187
O: -3.4913 0.6811 3.2511
O: -3.1567 -0.4920 5.0197
H: -1.3328 0.4293 6.2400
H: 2.2828 1.8385 4.4222

## Properties
Energy, a.u.: -5641.7073
Frontier orbital gap, eV: 5.87
ΔE to the lowest compared entry with this formula, charge and spin, kJ/mol: 0.0
Molecular weight, g/mol: 912.26
Total charge: -2


The following is a DFT calculation (wB97M-V/def2-TZVPD) of a cluster of 4 separate species, C30H33FNO10S2 in total.

Positions of all 77 atoms, in Å:
C: 1.6312 3.5583 0.2154
C: 0.8650 3.2722 -1.0741
C: 0.5983 4.5827 -1.8372
O: -0.7242 4.5981 -2.4265
C: -1.2893 5.8232 -2.4849
O: -0.8092 6.7814 -3.0133
C: -2.6318 5.8926 -1.7758
S: -3.2704 4.2100 -1.6171
N: -5.0681 4.4687 -1.5947
C: -5.6114 5.3691 -2.6497
C: -7.1391 5.3381 -2.5594
C: -7.5604 4.0257 -3.1914
F: -8.9258 3.8317 -3.0718
C: -6.8205 2.8219 -2.5913
C: -5.7052 3.0913 -1.5619
O: -0.4111 2.6899 -0.7195
C: -0.4740 1.3384 -0.8584
O: 0.4577 0.6017 -0.6630
C: -1.8575 0.8995 -1.2645
S: -1.9841 -0.8914 -1.1300
H: 1.5778 2.6677 0.8413
H: 2.6694 3.8268 0.0240
H: 1.1200 4.3609 0.7520
H: 1.4210 2.5816 -1.7065
H: 1.3218 4.6910 -2.6461
H: 0.7152 5.4324 -1.1640
H: -3.2708 6.5446 -2.3656
H: -2.4673 6.3657 -0.8051
H: -5.2704 4.9143 -0.7005
H: -5.2581 6.3787 -2.4667
H: -5.3025 5.0008 -3.6278
H: -7.4763 5.4004 -1.5204
H: -7.5295 6.1741 -3.1376
H: -7.3226 4.0945 -4.2589
H: -6.4437 2.1751 -3.3836
H: -7.5743 2.2303 -2.0666
H: -6.0653 2.9414 -0.5459
H: -4.9071 2.3627 -1.7122
H: -2.5618 1.4223 -0.6131
H: -2.0083 1.2435 -2.2905
H: -3.1478 -1.0384 -1.7726
C: -1.6460 -5.7439 2.4478
C: -0.3926 -5.8548 2.8805
C: 0.6807 -4.9583 2.3756
O: 1.8222 -5.0595 2.7715
C: 0.2987 -3.9366 1.3692
C: -0.9553 -3.8307 0.9377
C: -2.0274 -4.7195 1.4415
O: -3.1716 -4.6133 1.0517
H: -2.4427 -6.3853 2.8025
H: -0.0938 -6.5933 3.6136
H: 1.0859 -3.2907 1.0037
H: -1.2348 -3.0859 0.2046
C: 4.4707 -2.2827 1.7995
C: 5.1089 -1.4307 2.5977
C: 4.8555 0.0279 2.5290
O: 5.4324 0.8108 3.2528
C: 3.8544 0.5035 1.5388
C: 3.2115 -0.3422 0.7380
C: 3.4802 -1.8028 0.8082
O: 2.8956 -2.5774 0.0766
H: 4.6360 -3.3475 1.8303
H: 5.8375 -1.7563 3.3290
H: 3.6868 1.5733 1.5151
H: 2.4771 -0.0183 0.0119
C: 7.8815 -5.9855 2.7183
C: 8.0200 -7.2270 3.1749
C: 7.0355 -8.2872 2.8351
O: 7.1595 -9.4163 3.2527
C: 5.8925 -7.9075 1.9655
C: 5.7551 -6.6660 1.5090
C: 6.7397 -5.6105 1.8498
O: 6.6105 -4.4767 1.4329
H: 8.5848 -5.1964 2.9521
H: 8.8444 -7.5264 3.8091
H: 5.1880 -8.6954 1.7324
H: 4.9291 -6.3643 0.8772

## Properties
Energy, a.u.: -2865.9779
Frontier orbital gap, eV: 7.73
Molecular weight, g/mol: 650.72
Total charge: +1


The following is a DFT calculation (wB97M-V/def2-TZVPD) of a structure of composition C30H33N4O4PdS2.

Positions of all 74 atoms, in Å:
Pd: 1.1550 -1.7281 -0.4316
C: -2.3686 2.9405 -2.2608
C: -0.9599 2.4196 -1.9526
C: -0.3649 1.5804 -3.0524
C: -0.1077 2.1551 -4.2856
C: 0.5657 1.4598 -5.2793
C: 1.0472 0.1761 -5.0386
C: 0.8233 -0.4420 -3.8272
C: 1.3699 -1.8191 -3.5815
C: 0.4841 -2.9205 -4.1694
C: 0.0277 0.2282 -2.8569
N: -0.3311 -0.4739 -1.7332
C: -1.5058 -0.4585 -1.1738
C: -1.7280 -1.1553 0.0141
C: -2.9224 -1.4139 0.7329
C: -2.5776 -2.2274 1.7888
C: -1.1822 -2.4523 1.6900
N: -0.6929 -1.7960 0.6491
H: -2.7165 3.5399 -1.4210
H: -3.0701 2.1176 -2.4138
H: -2.3707 3.5592 -3.1568
H: -0.9817 1.8824 -1.0065
H: -0.3031 3.2788 -1.7973
H: -0.4210 3.1753 -4.4663
H: 0.7635 1.9369 -6.2301
H: 1.6192 -0.3355 -5.8024
H: 1.4897 -1.9623 -2.5035
H: 2.3639 -1.8848 -4.0252
H: -0.5349 -2.8572 -3.7831
H: 0.8852 -3.9047 -3.9247
H: 0.4397 -2.8308 -5.2547
H: -2.3545 0.0154 -1.6624
H: -3.9006 -1.0259 0.4964
H: -3.2350 -2.6424 2.5345
H: -0.5582 -3.0721 2.3175
S: 2.7549 -3.6196 0.0178
C: 1.3462 -4.5322 -0.4351
C: 1.2007 -5.9111 -0.3163
C: -0.0288 -6.4607 -0.6238
C: -1.0690 -5.6380 -1.0539
C: -0.8340 -4.2843 -1.1763
N: 0.3530 -3.7608 -0.8787
H: 2.0370 -6.5109 0.0150
H: -0.1948 -7.5238 -0.5113
H: -2.0445 -6.0346 -1.2926
H: -1.6035 -3.5932 -1.5001
C: -0.8341 1.6101 7.0747
C: -0.6009 2.1712 5.7006
C: -0.8045 1.3913 4.5647
C: -0.5729 1.8973 3.2955
C: -0.1057 3.1940 3.1713
C: 0.1132 3.9895 4.2845
C: -0.1493 3.4784 5.5441
S: 0.1273 3.9330 1.5661
O: -1.1229 3.8979 0.8623
O: 0.8264 5.1632 1.7518
N: 1.1369 2.9354 0.7046
C: 2.4605 2.6673 1.2757
C: 3.2358 1.6935 0.3863
C: 2.5381 0.3692 0.1480
O: 2.7741 -0.2664 -0.9071
O: 1.6689 -0.0784 0.9611
H: -1.4744 0.7296 7.0450
H: -1.2939 2.3533 7.7253
H: 0.1165 1.3207 7.5275
H: -1.1602 0.3766 4.6779
H: -0.7514 1.2920 2.4155
H: 0.4819 4.9972 4.1460
H: -0.0047 4.1023 6.4173
H: 0.6575 2.0862 0.4303
H: 2.3651 2.2667 2.2917
H: 2.9953 3.6140 1.3247
H: 4.2094 1.4851 0.8323
H: 3.4041 2.1367 -0.5947

## Properties
Energy, a.u.: -2606.9073
Frontier orbital gap (spin up / spin down), eV: 4.46 / 4.65
ΔE to the lowest compared entry with this formula, charge and spin, kJ/mol: 72.1
Molecular weight, g/mol: 684.17
Total charge: +1


> Which value of total charge does entry 2 give?

+1